# 1
Below is C20H43HoN2P3S as an isolated structure, with properties calculated with the ωB97M-V functional and the def2-TZVPD basis.

Computed properties:
**Orbital gap (spin up / spin down)**: 0.24788 / 0.17753 hartree
**Total energy**: -88889.884 eV
**Charge**: +3
**Highest occupied orbital energy (spin up / spin down)**: -16.195 / -15.486 eV
**Energy above the lowest of the compared OMol25 structures with the same formula, charge and spin**: 42.7 kcal per mole
**⟨S²⟩**: 6.045
**LUMO energy (spin up / spin down)**: -9.450 / -10.655 eV
**Multiplicity**: 5

Last column: Mulliken spin population.
Atoms and positions in Å:
Ho  -0.1119  0.0712  -0.4277  3.4696
P  -1.7522  2.2007  0.1825  -0.0010
P  -2.0420  -1.4847  1.0820  -0.0091
P  2.3000  2.2654  -0.6629  -0.0021
H  -0.3712  -6.0920  -0.7114  0.0001
C  0.1440  -5.1522  -0.9377  -0.0001
C  1.1947  -4.7581  -0.2138  0.0009
H  1.6336  -5.3841  0.5769  0.0002
C  -3.0072  2.6124  -1.0988  -0.0010
C  -2.8346  2.3215  1.6619  -0.0010
C  -1.0211  3.8852  0.3799  0.0003
C  -1.7382  -3.2742  1.3791  -0.0039
C  -2.6382  -1.0242  2.7656  -0.0003
C  -3.6327  -1.5476  0.1761  0.0009
C  3.5627  1.0830  -1.1683  0.0003
C  2.8614  3.2481  0.7495  -0.0007
C  2.0404  3.2935  -2.1183  -0.0002
H  -0.2163  -4.5709  -1.7855  -0.0009
H  1.7076  -3.8074  -0.4221  -0.0003
H  -3.5751  3.4967  -0.7700  0.0002
H  -3.6882  1.7625  -1.2405  -0.0002
H  -2.5038  2.8283  -2.0503  -0.0008
H  -3.3525  3.2906  1.6451  -0.0005
H  -2.2322  2.2686  2.5768  0.0001
H  -3.5837  1.5219  1.6824  0.0003
H  -1.8537  4.5931  0.5088  -0.0002
H  -0.4283  4.1713  -0.4980  -0.0001
H  -0.3792  3.9249  1.2697  0.0003
H  -2.6852  -3.8324  1.3012  0.0002
H  -1.3195  -3.4130  2.3863  -0.0001
H  -1.0254  -3.6836  0.6536  0.0008
H  -3.6837  -1.3403  2.9032  -0.0002
H  -2.5810  0.0608  2.9177  0.0000
H  -2.0113  -1.5098  3.5263  0.0001
H  -4.3239  -2.2250  0.6956  0.0002
H  -3.4420  -1.9064  -0.8417  -0.0007
H  -4.0637  -0.5401  0.1180  -0.0002
H  4.1514  1.5231  -1.9860  -0.0003
H  3.1730  0.1186  -1.5350  -0.0036
H  4.2555  0.8848  -0.3378  0.0004
H  3.3355  4.1790  0.4198  -0.0001
H  3.5756  2.6556  1.3346  0.0000
H  2.0224  3.4840  1.4021  0.0003
H  3.0153  3.6145  -2.5097  -0.0003
H  1.4445  4.1840  -1.8768  -0.0006
H  1.5230  2.7367  -2.9174  -0.0003
C  0.4377  -1.6764  -3.6383  0.0204
C  0.1561  -0.6789  -4.5964  0.0727
C  0.8530  -0.6455  -5.8056  -0.0369
C  1.8377  -1.6066  -6.0798  0.1221
C  2.2102  -2.5178  -5.0846  -0.0344
C  1.5192  -2.5576  -3.8744  0.0719
S  -0.5502  -1.8500  -2.2162  0.3397
H  0.9966  1.8987  -0.0846  -0.0083
H  -0.5894  0.0758  -4.3722  0.0023
H  0.6401  0.1187  -6.5540  0.0001
H  2.2902  -1.6546  -7.0677  0.0030
H  3.0361  -3.2061  -5.2658  0.0003
H  1.8019  -3.2621  -3.0998  0.0052
C  -0.0948  0.8616  5.0179  0.0000
N  0.8798  0.1216  4.1701  0.0009
C  1.9123  -0.6734  4.8595  0.0001
C  0.7222  0.0255  2.8908  -0.0048
N  0.5918  -0.0261  1.7102  -0.0010
H  0.2699  0.7875  6.0441  0.0000
H  -1.0941  0.3962  4.9759  0.0000
H  -0.1493  1.9281  4.7466  0.0000
H  1.7917  -1.7429  4.6288  0.0000
H  2.9212  -0.3339  4.5782  0.0000
H  1.7676  -0.5159  5.9319  0.0000

***

# 2
Below is C20H44AsGeN4S2W as an isolated structure, with properties calculated with the ωB97M-V functional and the def2-TZVPD basis.

Computed properties:
**Orbital gap (spin up / spin down)**: 0.26259 / 0.26272 hartree
**Total energy**: -168239.121 eV
**Charge**: +3
**Highest occupied orbital energy (spin up / spin down)**: -16.745 / -16.661 eV
**Energy above the lowest of the compared OMol25 structures with the same formula, charge and spin**: 5.2 kcal per mole
**LUMO energy (spin up / spin down)**: -9.599 / -9.512 eV

Last column: Löwdin charge in e.
Atoms and positions in Å:
W  0.1114  -0.2797  -0.0287  1.0283
C  2.6504  -0.8342  -1.7187  -0.1658
C  2.8489  -1.7317  -0.5207  -0.1395
N  1.9220  -1.3821  0.6124  -0.1835
C  1.6616  -2.6475  1.3575  -0.2486
C  0.7815  -3.5832  0.5287  -0.3725
S  -0.3675  -2.7038  -0.6024  0.8951
C  0.3920  -2.9366  -2.2506  -0.3575
C  0.5822  -1.5898  -2.9113  -0.2151
N  1.2007  -0.5883  -1.9828  -0.2217
H  3.1160  0.1277  -1.5280  0.0690
H  3.1323  -1.2556  -2.6041  0.1536
H  2.6577  -2.7672  -0.7791  0.1003
H  3.8837  -1.6894  -0.1775  0.1547
H  2.4280  -0.7571  1.2408  0.1100
H  2.6142  -3.1340  1.5819  0.1466
H  1.1783  -2.3907  2.2953  0.0745
H  1.3523  -4.2703  -0.0950  0.0937
H  0.1615  -4.1904  1.1840  0.0873
H  1.3204  -3.4969  -2.1624  0.0907
H  -0.2922  -3.5436  -2.8429  0.1056
H  1.2047  -1.6819  -3.8048  0.1466
H  -0.3782  -1.1790  -3.2293  0.1257
H  1.1527  0.2934  -2.4929  0.0527
C  -2.6883  3.1634  1.0810  -0.1591
Ge  -2.2529  1.3000  0.7025  0.8052
C  -1.7811  1.0110  -1.2298  -0.2411
C  -3.7987  0.1741  1.0187  -0.2112
C  -0.3749  0.9695  1.5263  -0.5322
H  -3.6227  3.3955  0.5700  0.0500
H  -1.9429  3.8930  0.7919  0.0094
H  -2.8595  3.2546  2.1538  0.0514
H  -2.7304  0.8390  -1.7464  0.0717
H  -1.3104  0.0277  -1.5408  -0.0140
H  -1.2547  1.8286  -1.7136  0.0073
H  -4.6208  0.6462  0.4756  0.0496
H  -4.0766  0.1297  2.0699  0.0432
H  -3.6589  -0.8292  0.6256  -0.0070
H  -0.4791  0.5423  2.5254  -0.0255
H  0.0126  1.9744  1.6481  -0.0373
S  -1.2662  -1.6340  2.0840  0.7460
C  -2.5430  -2.7925  1.9448  -0.7044
N  -3.0334  -3.2345  3.1419  0.0978
C  -4.0533  -4.1098  3.2327  0.0162
C  -4.6232  -4.5750  2.0753  0.0228
C  -4.0920  -4.0834  0.8822  -0.0391
N  -3.0862  -3.2183  0.8183  0.0585
H  -2.6068  -2.8795  3.9910  0.1597
H  -4.3577  -4.3877  4.2327  0.1581
H  -5.4419  -5.2774  2.0923  0.1344
H  -4.5042  -4.4012  -0.0687  0.1383
C  0.9325  2.7440  -3.2650  -0.1318
C  2.0727  2.4537  -2.2950  -0.3737
As  1.5070  1.9949  -0.4561  1.2115
C  0.6778  3.7087  0.0256  -0.3820
C  1.4407  4.9386  -0.4569  -0.1173
C  3.1851  2.0232  0.5488  -0.3725
C  3.0049  1.9208  2.0566  -0.1377
H  1.3369  3.0550  -4.2272  0.0992
H  0.2921  3.5508  -2.9055  0.0753
H  0.2795  1.8859  -3.4601  0.0589
H  2.6794  3.3529  -2.1655  0.0816
H  2.7672  1.7164  -2.6994  0.0703
H  0.6002  3.7418  1.1127  0.0703
H  -0.3352  3.7007  -0.3749  0.0466
H  2.4857  4.9276  -0.1446  0.0797
H  0.9918  5.8328  -0.0263  0.0976
H  1.4039  5.0523  -1.5386  0.0704
H  3.6844  2.9584  0.2843  0.0842
H  3.8302  1.2266  0.1668  0.0662
H  2.5198  2.8073  2.4662  0.0838
H  3.9758  1.8336  2.5420  0.0943
H  2.3997  1.0597  2.3580  0.0464

***

# 3
Below is a 7-piece molecular cluster, C20H44ClN4O10 overall, with properties calculated with the ωB97M-V functional and the def2-TZVPD basis.

Computed properties:
**Orbital gap (spin up / spin down)**: 0.17760 / 0.13862 hartree
**Total energy**: -60400.563 eV
**Charge**: -2
**Highest occupied orbital energy (spin up / spin down)**: -1.009 / -1.009 eV
**⟨S²⟩**: 0.757
**LUMO energy (spin up / spin down)**: 3.824 / 2.763 eV
**Multiplicity**: 2

Last column: Mulliken spin population.
Atoms and positions in Å:
N  1.8432  4.0238  1.5756  -0.0005
H  1.8658  3.7400  0.6066  0.0014
H  2.8177  4.2294  1.7438  0.0001
H  1.5008  3.3203  2.2143  0.0002
H  1.1920  4.7941  1.5239  0.0006
N  -0.3202  1.4130  -0.1124  0.0032
H  0.5897  1.8015  -0.3151  -0.0010
H  -0.8398  2.2767  -0.1775  0.0011
H  -0.4260  0.9879  0.7977  -0.0006
H  -0.7082  0.7862  -0.8028  -0.0019
C  0.0805  1.4962  5.0073  -0.0002
C  -0.7904  1.0366  6.0421  0.0000
C  -2.0524  0.1225  5.5875  0.0000
O  -2.7003  -0.4730  6.4892  0.0002
C  -2.3981  0.1938  4.2244  0.0001
C  -1.5720  0.6819  3.2895  -0.0002
C  -0.2167  1.2899  3.7002  0.0002
O  0.6692  1.7129  2.8806  0.0001
O  -2.0825  0.7744  2.1125  -0.0002
O  -0.6456  1.3495  7.2565  -0.0002
H  1.0489  1.8804  5.2915  0.0000
H  -3.3634  -0.1580  3.8917  0.0000
O  1.8485  2.8975  -0.9736  0.0827
C  1.7170  3.5985  -2.1961  0.0973
C  2.8322  3.3022  -3.3120  0.0352
O  4.1452  3.7040  -3.0464  0.8066
H  1.5137  4.6433  -1.9613  -0.0201
H  0.7644  3.3461  -2.6619  -0.0117
H  2.4076  3.7090  -4.2297  0.0077
H  2.7826  2.2489  -3.5880  -0.0008
Cl  -1.4042  5.2980  1.6634  0.0002
O  -2.7301  5.8277  1.7007  0.0000
O  -0.4126  6.2880  1.4476  0.0000
O  -1.1905  4.6392  2.9105  0.0000
O  -1.4247  4.2384  0.6756  0.0000
C  -2.8853  -1.3633  -0.9430  0.0000
C  -2.5323  -0.2988  -2.0147  0.0001
N  -1.0735  -0.0842  -2.2128  -0.0006
C  -0.9824  0.8015  -3.3748  -0.0066
C  -1.6480  2.2074  -3.1583  0.0056
C  -0.4360  -1.3918  -2.5299  0.0001
C  1.1207  -1.3020  -2.6561  0.0005
H  -2.4537  -1.0955  0.0214  0.0000
H  -2.6018  -2.3659  -1.2633  0.0000
H  -3.9438  -1.4015  -0.6856  0.0000
H  -3.0279  -0.4832  -2.9679  0.0000
H  -2.9344  0.6708  -1.7210  -0.0001
H  -1.3147  0.3980  -4.3312  -0.0001
H  0.0779  1.0061  -3.5233  0.0051
H  -1.5163  2.5712  -2.1392  -0.0023
H  -2.7288  2.2261  -3.2981  0.0001
H  -1.2127  2.9767  -3.7961  -0.0015
H  -0.5805  -2.1435  -1.7539  0.0000
H  -0.8489  -1.8776  -3.4140  -0.0001
H  1.4312  -0.6635  -3.4831  0.0002
H  1.5560  -1.0010  -1.7032  0.0003
H  1.5240  -2.3076  -2.7751  -0.0002
C  0.6727  -1.8763  1.6187  0.0000
C  0.3630  -3.3482  1.3444  0.0000
N  0.9942  -3.8640  0.1575  0.0000
C  0.4662  -5.2010  -0.1816  0.0000
C  -0.9152  -5.1497  -0.8497  0.0000
C  2.4921  -3.8999  0.3210  0.0000
C  3.1599  -4.0599  -1.0098  0.0000
H  0.3495  -1.2219  0.8092  0.0001
H  1.7249  -1.6975  1.8400  0.0000
H  0.1414  -1.4905  2.4888  0.0000
H  0.6621  -3.8806  2.2472  0.0000
H  -0.7246  -3.4204  1.3359  0.0000
H  1.0461  -5.7288  -0.9387  0.0000
H  0.4122  -5.8369  0.7021  0.0000
H  -0.9866  -4.3991  -1.6369  0.0000
H  -1.1821  -6.0703  -1.3687  0.0000
H  -1.6809  -4.9958  -0.0894  0.0000
H  2.7076  -4.8170  0.8692  0.0000
H  2.9083  -3.0720  0.8949  0.0000
H  4.2421  -4.1538  -0.9201  0.0000
H  3.0884  -3.0933  -1.5086  0.0000
H  2.7286  -4.8223  -1.6584  0.0000